# 1
# C36H41KN9S3

C36H41KN9S3 as an isolated structure at a distorted geometry (ωB97M-V with the def2-TZVPD basis set, the Open Molecules 2025 dataset).

Values from the calculation:
- E_HOMO: -3.81 eV
- Net charge: -1
- ΔE to the lowest compared entry with this formula, charge and spin: 1.396 eV
- LUMO energy: 2.067 eV
- Largest force on an atom: 1.1 eV/A

Last column: Mulliken charge in e.
Atoms and positions in Å:
H  -3.009  -0.742  -6.679  0.368
C  -0.907  -2.175  -4.497  1.072
H  -2.919  1.497  -7.095  0.371
C  -0.853  -2.421  1.959  0.018
N  -2.281  0.452  0.058  0.725
H  4.901  3.863  -2.561  0.275
H  -3.951  3.156  -3.962  0.581
H  2.409  6.076  3.680  0.315
H  3.067  3.088  3.715  0.270
H  -5.209  -0.765  -0.186  0.191
C  0.513  -2.619  -2.512  0.127
H  -1.521  2.712  3.783  0.230
C  -3.326  2.283  -3.761  -2.051
C  -4.829  0.919  -5.190  -1.805
K  0.554  -0.107  -0.095  0.984
C  -4.403  1.207  -0.312  0.498
S  1.253  3.343  -0.161  -0.642
C  -0.425  1.006  3.054  0.217
H  -0.279  -3.063  1.294  0.331
H  -5.469  1.798  -5.301  0.441
N  -0.157  -1.520  -2.377  0.330
C  -1.994  -2.886  2.599  -0.900
C  -3.111  -0.544  0.068  -1.188
C  -2.504  0.097  -4.749  0.631
H  3.977  -4.783  0.858  0.344
H  4.215  4.370  3.301  0.396
N  0.492  1.345  2.209  0.651
C  -3.050  1.577  -0.181  0.208
C  -1.655  -2.003  -5.652  -1.366
C  2.859  -5.065  -0.952  -0.645
S  0.191  -3.443  -4.075  -0.470
H  5.633  1.559  -4.266  0.210
C  -3.368  1.341  -4.962  2.368
H  2.690  5.102  5.136  0.315
H  -3.408  4.884  -0.639  0.423
C  1.454  -3.198  -1.566  1.288
C  -2.854  2.106  -6.193  -1.790
H  3.422  2.748  -1.771  0.213
H  4.505  3.968  -4.288  0.259
H  -6.441  1.842  -0.680  0.420
H  3.081  -2.556  1.300  0.347
H  -4.927  0.309  -6.088  0.374
H  -2.355  -3.895  2.446  0.420
H  6.191  3.827  -3.762  0.303
C  -2.154  -0.727  3.622  -0.845
H  -2.830  -1.574  0.229  0.562
C  -0.950  -1.230  -3.460  -2.449
N  1.133  2.487  2.434  -0.773
N  -4.408  -0.163  -0.150  -0.006
C  -5.009  3.457  -0.684  -0.451
H  -1.765  0.615  -2.781  0.555
H  -3.445  3.013  -6.345  0.428
H  3.359  1.249  -1.019  0.015
H  3.254  -6.055  -1.148  0.356
C  -5.404  2.135  -0.570  -1.008
H  -2.313  2.634  -3.557  0.422
C  4.564  1.254  -2.634  0.371
C  -0.851  1.935  4.160  -1.429
H  2.930  4.772  1.301  0.236
C  3.160  4.082  3.282  -0.452
C  2.335  5.072  4.104  -1.050
C  -2.444  -0.872  -5.764  -0.410
H  1.288  4.768  4.103  0.258
C  -2.649  -2.007  3.452  -0.497
N  5.087  2.061  -3.590  -0.204
N  -0.377  -1.196  2.110  -0.159
C  -1.003  -0.331  2.921  0.650
H  -1.629  3.195  -0.179  0.412
H  -2.672  -0.037  4.272  0.316
H  -5.754  4.215  -0.892  0.365
H  -1.336  1.410  4.980  0.495
H  0.041  2.440  4.537  0.300
C  -2.671  2.912  -0.290  -0.392
H  1.611  -5.055  -2.679  0.301
C  5.169  3.506  -3.554  -0.809
C  1.705  3.185  1.486  0.234
H  -5.183  0.335  -4.339  0.343
C  2.746  -3.077  0.402  -0.539
C  -1.757  -0.097  -3.598  0.586
N  2.746  3.986  1.899  -0.184
N  3.865  1.849  -1.648  -0.212
H  -1.810  2.391  -6.053  0.389
C  -3.667  3.837  -0.543  -0.734
H  -1.608  -2.733  -6.451  0.373
C  1.949  -4.493  -1.813  -0.651
C  3.260  -4.342  0.171  -0.491
H  -3.709  1.799  -2.861  0.111
S  4.820  -0.392  -2.709  -0.475
H  -3.534  -2.327  3.990  0.395
C  1.834  -2.412  -0.446  -0.915


# 2
# C28H56O26S2

C28H56O26S2 as an isolated structure at a distorted geometry (ωB97M-V with the def2-TZVPD basis set, the Open Molecules 2025 dataset).

Values from the calculation:
- E_HOMO: -10.36 eV
- LUMO energy: 0.104 eV
- Largest force on an atom: 2.7 eV/A

Last column: Mulliken charge in e.
Atoms and positions in Å:
H  2.523  2.029  5.854  0.305
H  0.643  -1.998  -11.087  0.283
C  5.068  -5.170  0.952  -0.073
O  5.880  1.426  -3.330  -0.598
C  -1.071  0.213  0.819  0.865
H  -3.742  -4.001  0.734  0.378
C  6.390  -0.346  -5.472  -0.357
O  3.993  -3.219  -0.330  -0.356
O  -3.415  -2.336  1.876  -0.149
H  4.146  -5.734  0.821  0.251
H  4.945  -4.319  1.616  0.280
C  -3.091  -2.684  3.132  0.574
H  -1.452  1.200  1.080  -0.332
H  -1.618  4.280  -0.550  0.276
H  6.218  -6.945  0.852  0.310
O  5.345  -3.455  -2.110  -0.584
H  -5.719  -0.465  2.431  -0.279
H  -2.527  1.997  6.840  0.264
H  -7.268  0.437  2.078  0.423
H  3.540  1.319  -1.549  0.279
H  3.530  3.132  5.037  0.400
C  -0.739  3.217  3.853  0.805
H  1.859  1.935  3.452  0.098
O  -5.059  1.078  4.562  -0.435
H  2.524  -1.128  -4.305  0.041
H  2.306  -2.379  -1.165  0.260
O  -2.202  -1.781  3.534  -0.043
S  0.239  0.619  -1.269  0.861
H  7.121  0.461  -5.369  0.367
O  3.710  0.886  -3.603  -0.155
O  0.792  -0.181  -2.329  -0.294
C  0.282  -1.466  -8.100  0.736
C  -4.312  -3.193  1.202  -0.394
H  -4.643  -2.144  -0.709  0.291
C  -2.478  4.599  0.037  -0.224
O  0.239  2.683  4.584  -0.283
O  0.216  -2.323  -9.113  -0.321
H  -0.579  -1.280  4.634  0.190
C  2.478  2.948  5.266  -1.391
O  -4.664  4.282  0.714  -0.267
H  -5.777  2.164  2.971  0.183
H  -1.136  -2.242  -10.674  0.270
H  7.751  -1.953  -5.314  0.430
O  -1.099  -0.037  -0.569  -0.296
H  -3.680  2.812  -0.392  0.369
H  6.228  -0.531  -6.530  0.360
O  -5.680  6.224  -0.483  -0.566
S  -4.560  5.822  0.320  1.030
O  1.142  0.406  0.050  -0.148
C  1.093  -1.354  -5.887  -0.276
H  -5.637  -1.564  0.550  0.143
C  4.961  -3.805  -1.024  0.765
C  6.951  -1.528  -4.702  -1.152
H  3.306  -1.492  -5.641  0.240
C  -5.182  -2.487  0.177  -0.981
H  0.911  -0.283  -5.947  0.408
H  2.150  3.790  5.872  0.349
H  7.116  -1.440  -3.635  0.320
C  1.562  2.793  4.056  0.064
C  0.420  0.191  1.259  0.357
H  -4.204  1.932  6.522  0.352
H  -2.524  5.080  3.299  0.369
H  5.829  -6.601  2.467  0.383
H  -6.986  1.651  4.153  0.387
O  -0.250  -0.386  -8.058  -0.573
C  -6.563  0.092  2.833  -0.610
O  5.108  0.066  -4.983  -0.247
H  2.433  -2.823  -4.960  0.378
C  5.030  0.796  -3.900  0.699
H  -6.050  -3.061  -0.145  0.378
H  3.781  2.712  -2.580  0.415
H  -2.067  -1.608  5.556  0.189
C  6.118  -6.102  1.544  -1.232
H  6.232  -2.353  -4.821  0.285
H  0.300  -1.690  -5.207  0.200
H  -1.645  -0.591  1.271  -0.348
H  3.779  -1.630  -1.743  0.170
H  -4.993  -3.721  1.876  0.334
H  -3.172  3.025  1.343  -0.683
H  2.255  1.874  -2.704  0.135
O  -3.575  0.989  2.894  -0.031
C  3.315  1.725  -2.536  -0.771
O  0.012  2.017  -1.542  -0.593
C  -6.105  1.338  3.596  -0.279
H  -0.387  -0.768  -10.513  0.344
O  -4.231  6.573  1.491  -0.543
H  0.540  0.992  1.985  -0.460
C  -0.168  -1.833  -10.380  -0.725
H  -1.973  5.019  0.912  0.269
H  3.210  -1.386  -0.051  0.087
O  -0.764  3.182  2.644  -0.428
C  -3.282  1.374  6.361  -0.987
H  7.081  -5.600  1.606  0.306
H  -3.355  0.394  6.831  0.327
O  -1.619  3.790  4.638  -0.404
H  -3.613  3.774  3.912  0.046
O  5.502  -4.832  -0.373  -0.276
H  -2.953  5.175  4.933  0.271
H  -7.093  -0.601  3.487  0.361
C  -2.787  4.440  4.145  -0.540
H  -1.167  -2.965  4.920  0.346
C  -3.473  3.507  0.416  0.703
H  1.623  3.687  3.436  0.353
C  3.316  -2.088  -0.874  -0.331
O  1.019  -2.031  -7.146  -0.242
C  -1.442  -1.930  4.721  -0.702
C  2.347  -1.760  -5.179  -0.770
O  -3.281  5.594  -0.585  -0.393
O  -2.894  1.192  5.007  0.019
C  -3.839  1.102  4.050  0.416
O  -3.415  -3.674  3.715  -0.604
H  0.789  -0.738  1.690  0.384


# 3
# C26H44B2BrNO7

A 3-piece molecular cluster, C26H44B2BrNO7 overall at a distorted geometry (ωB97M-V with the def2-TZVPD basis set, the Open Molecules 2025 dataset).

Values from the calculation:
- E_HOMO: -9.03 eV
- SMILES string: CCOCCCCCC1=C(Br)C(=O)c2c(ccc(B(C)O)c2B(N)O)C1=O.CCOCC.CCOCC
- LUMO energy: -1.205 eV
- Largest force on an atom: 4.1 eV/A

Last column: Mulliken charge in e.
Atoms and positions in Å:
H  4.043  -6.875  0.172  0.291
H  2.437  -7.369  0.713  0.396
H  3.933  -5.446  -2.176  0.270
C  -3.458  -2.227  0.676  -0.271
C  -3.137  -2.087  2.247  0.268
H  5.437  -4.571  -2.475  0.395
H  -0.811  -1.926  -2.683  0.339
H  3.486  -6.410  1.777  0.306
H  -1.915  7.712  -2.345  0.353
H  1.654  -1.907  0.944  0.353
H  0.068  9.243  -4.108  0.259
H  0.966  9.985  -1.616  0.265
O  1.637  -4.817  5.918  -0.571
H  -2.126  -0.236  -4.702  0.326
C  -0.862  3.883  -1.891  -0.710
C  -1.895  -1.715  -2.972  -0.589
C  0.394  -3.030  4.299  0.273
Br  -5.284  -2.791  0.206  -0.146
H  2.638  9.485  -1.347  0.384
H  0.400  2.430  -3.875  0.235
H  1.356  8.967  -0.233  0.296
H  2.195  -5.428  -0.836  0.296
H  -3.732  -2.865  6.485  0.242
C  4.661  -4.291  -0.480  -0.363
H  -1.043  9.133  -1.812  0.302
C  -0.979  8.261  -2.470  -0.324
O  -4.080  -1.749  2.992  -0.515
C  -0.543  -2.051  1.601  0.334
C  4.469  -4.518  -1.970  -1.042
H  0.570  -3.020  7.994  0.244
C  -0.914  0.770  -3.108  -0.028
H  -3.277  -3.201  -2.029  0.442
O  -1.694  2.982  -4.163  -0.458
C  -1.031  -1.556  0.143  0.227
C  -2.080  3.479  -2.858  -0.211
H  -2.745  2.693  -2.335  0.147
B  -2.197  -3.254  5.229  0.452
O  3.440  -4.164  0.237  -0.364
H  -1.806  -4.664  6.626  0.315
H  -1.182  4.847  -1.339  0.239
H  5.205  -3.355  -0.334  0.321
C  0.820  -2.498  7.011  -0.808
H  1.685  -5.016  0.789  0.287
C  1.598  9.159  -1.282  -1.052
C  2.559  -5.281  0.187  -0.185
O  -0.210  -0.841  -0.487  -0.576
O  -2.174  -4.641  5.708  -0.638
H  -1.102  1.062  -2.020  -0.072
C  1.384  7.906  -2.113  -0.366
H  -2.673  4.451  -3.052  0.344
B  0.980  -3.543  5.748  0.292
H  1.664  8.073  -3.158  0.325
C  -0.851  8.683  -3.925  -1.075
H  0.143  4.013  -2.405  0.187
H  -3.151  0.179  -3.240  0.171
C  0.975  -2.192  1.817  -0.676
C  -1.636  -2.349  2.679  0.242
H  2.564  -4.589  6.167  0.311
H  -0.751  3.096  -1.050  0.250
C  3.167  -6.557  0.741  -1.190
H  2.044  7.117  -1.740  0.312
H  -0.053  -1.764  6.813  0.191
H  1.750  -1.819  7.124  0.311
O  0.060  7.393  -2.037  -0.363
H  2.590  -2.801  3.377  0.224
C  -1.149  -2.868  4.053  0.418
C  -2.107  -0.204  -3.555  -0.513
C  1.461  -2.680  3.198  -0.784
H  -0.560  1.545  -5.158  0.421
H  -2.113  -2.402  -3.877  0.400
C  -2.979  -2.098  -1.854  -1.193
H  0.044  0.121  -3.090  0.353
H  -3.936  -1.474  -1.971  0.493
H  -1.693  9.317  -4.213  0.389
N  -3.173  -2.292  5.822  -0.480
H  5.279  -5.079  -0.038  0.319
H  -0.832  7.804  -4.577  0.297
H  -2.584  -1.617  6.354  0.258
C  -0.640  1.998  -4.096  -0.728
H  3.887  -3.701  -2.409  0.271
C  -2.483  -1.959  -0.343  0.656